Model a:
Below is a single C4H11NP2 molecule, with properties calculated with ωB97M-V/def2-TZVPD.

- Net charge: 0
- HOMO: -0.306 hartree
- SMILES: C[C@H]1PCPN1C
- Gap between HOMO and LUMO: 9.28 eV

The geometry in XYZ format:
```
18
C4H11NP2, DFT ωB97M-V/def2-TZVPD
H 0.110 -1.615 -0.645
H -0.597 0.864 -2.296
H 1.011 0.084 -2.590
N -0.876 -0.082 0.328
H -0.345 -2.253 1.232
H -0.808 1.899 0.384
H -2.379 1.089 0.628
P 1.863 0.007 0.133
C -0.026 -0.117 -2.035
H 1.854 -1.088 2.489
C 0.193 -0.471 -0.609
H 1.698 1.302 0.224
H -1.775 1.130 -0.985
C -1.515 1.162 0.049
C 1.318 -0.444 1.829
P -0.504 -0.894 1.805
H 1.397 0.355 2.527
H -0.620 -0.928 -2.465
```

Here are the Mulliken charges for atoms 1 to 4, given in e: number 1, H, carries 0.256; number 2, H, carries 0.356; number 3, H, carries 0.317; number 4, N, carries -0.008

---

Model b:
Below is a single C4H11NP2 molecule, with properties calculated with ωB97M-V/def2-TZVPD.

- Net charge: 0
- HOMO (spin up / spin down): -0.243 / -0.239 hartree
- Gap between HOMO and LUMO (spin up / spin down): 7.01 / 6.70 eV

The geometry in XYZ format:
```
18
C4H11NP2, DFT ωB97M-V/def2-TZVPD
H -2.237 -0.950 0.626
C -0.560 0.380 -0.960
C 2.272 -0.376 0.450
H -2.627 0.939 -0.885
P 1.133 -1.618 -0.449
C -1.642 1.333 -0.614
H -1.486 2.258 -1.159
H -0.070 0.463 -1.915
H 2.188 -0.578 1.521
C -1.182 -1.148 0.823
H -1.053 -2.213 1.033
P 2.065 1.413 0.055
N -0.377 -0.808 -0.336
H 3.264 -0.707 0.126
H 1.423 1.727 1.251
H 1.421 -1.096 -1.721
H -1.661 1.562 0.450
H -0.871 -0.580 1.705
```

Here are the Mulliken charges for atoms 1 to 4, given in e: number 1, H, carries 0.364; number 2, C, carries 0.010; number 3, C, carries -0.855; number 4, H, carries 0.384

---

Name the most stable of them. model a.

---

Model a:
Below is a gas-phase ion, C6H13N4 (charge +1), with properties calculated with ωB97M-V/def2-TZVPD.

- Net charge: +1
- HOMO: -0.476 hartree
- SMILES: Cn1cnn(C)c1=[N+](C)C
- Gap between HOMO and LUMO: 9.74 eV

The geometry in XYZ format:
```
23
C6H13N4, DFT ωB97M-V/def2-TZVPD
C -0.296 1.328 -1.865
C -0.711 -1.531 1.830
N 0.322 -1.357 0.938
H 2.145 -0.137 -1.661
H 1.190 -3.059 1.385
H -2.628 1.357 -0.514
H 2.212 1.609 -1.478
H 2.502 0.545 -0.085
H 0.242 1.122 -2.696
H 1.549 -2.596 -0.259
H -1.279 0.872 -2.024
H -1.780 2.289 0.788
H 2.498 -1.926 1.005
C -2.288 1.320 0.586
N 0.485 0.758 -0.779
C -0.185 0.102 0.211
H -3.103 1.328 1.400
C 1.425 -2.278 0.754
N -1.661 -0.671 1.755
C 1.958 0.708 -0.964
H -0.710 -2.362 2.482
H -0.522 2.332 -1.646
N -1.365 0.248 0.834
```

Here are the Mulliken charges for atoms 1 to 4, given in e: number 1, C, carries -1.296; number 2, C, carries -0.021; number 3, N, carries -0.030; number 4, H, carries 0.387

---

Model b:
Below is a gas-phase ion, C6H13N4 (charge +1), with properties calculated with ωB97M-V/def2-TZVPD.

- Net charge: +1
- HOMO: -0.498 hartree
- SMILES: C/N=C1/C(C)=NC[NH2+]N1C
- Gap between HOMO and LUMO: 9.79 eV

The geometry in XYZ format:
```
23
C6H13N4, DFT ωB97M-V/def2-TZVPD
C -0.126 -0.418 0.048
H -2.326 0.931 -0.398
H 0.652 2.573 0.595
C -1.412 1.539 -0.719
H 0.349 -2.910 -0.579
H -2.941 -0.901 -0.001
H 1.590 -2.423 -1.759
N -0.993 -1.261 0.360
H 2.091 -2.948 -0.115
H 1.648 0.742 1.662
C 1.343 -2.454 -0.643
C 1.974 0.942 0.634
C 1.321 -1.015 -0.167
H 1.255 1.886 -1.038
H -1.349 2.654 -0.483
C -2.235 -0.846 0.876
H -2.429 0.181 1.310
N 2.342 -0.285 -0.020
N -0.313 0.941 0.058
H 2.807 1.515 0.515
H -2.631 -1.483 1.675
H -1.480 1.353 -1.795
N 0.864 1.688 -0.016
```

Here are the Mulliken charges for atoms 1 to 4, given in e: number 1, C, carries 0.565; number 2, H, carries 0.294; number 3, H, carries 0.426; number 4, C, carries -0.839

---

Name the most stable of them. model a.

---

Model a:
Below is a single C3H6N2S2 molecule, with properties calculated with ωB97M-V/def2-TZVPD.

- Net charge: 0
- HOMO (spin up / spin down): -0.265 / -0.265 hartree
- Gap between HOMO and LUMO (spin up / spin down): 7.50 / 7.50 eV

The geometry in XYZ format:
```
13
C3H6N2S2, DFT ωB97M-V/def2-TZVPD
H -1.884 -0.550 0.097
S -1.532 1.716 0.839
N 1.019 0.387 -1.612
S -0.467 1.052 -0.898
H -0.515 1.720 2.750
H -1.124 0.109 2.348
H 2.315 -1.349 -1.233
C -0.917 -0.528 -0.455
C 0.155 -1.391 -0.646
H 1.771 1.157 -1.789
H 0.389 -2.436 -0.274
N -0.476 0.943 2.064
C 1.266 -0.829 -1.192
```

Here are the Mulliken charges for atoms 1 to 4, given in e: number 1, H, carries 0.502; number 2, S, carries -0.224; number 3, N, carries -0.310; number 4, S, carries 0.014

---

Model b:
Below is 2 unconnected molecules or ions with the total composition C3H6N2S2, with properties calculated with ωB97M-V/def2-TZVPD.

- Net charge: 0
- HOMO (spin up / spin down): -0.329 / -0.293 hartree
- Gap between HOMO and LUMO (spin up / spin down): 8.03 / 6.38 eV

The geometry in XYZ format:
```
13
C3H6N2S2, DFT ωB97M-V/def2-TZVPD
C -1.277 -1.038 0.317
N -0.507 -0.770 -0.703
H 3.058 1.086 -0.943
S 1.782 0.378 1.013
N -0.568 0.424 -1.197
H 1.597 0.127 -1.422
C -1.991 0.098 0.861
S -1.634 1.386 -0.382
H -3.119 -0.043 1.021
H -1.051 -1.888 0.860
H 2.940 -0.607 -0.538
H -1.626 0.545 1.738
C 2.395 0.301 -0.625
```

Here are the Mulliken charges for atoms 1 to 4, given in e: number 1, C, carries -0.286; number 2, N, carries -0.169; number 3, H, carries 0.310; number 4, S, carries -0.141

---

Model c:
Below is a single C3H6N2S2 molecule, with properties calculated with ωB97M-V/def2-TZVPD.

- Net charge: 0
- HOMO: -0.327 hartree
- SMILES: [H]/N=C(/N)CC(=S)S
- Gap between HOMO and LUMO: 8.39 eV

The geometry in XYZ format:
```
13
C3H6N2S2, DFT ωB97M-V/def2-TZVPD
C 1.063 -0.144 -0.132
H 1.917 -0.176 -1.971
H -2.735 1.870 0.690
H 1.830 0.831 1.314
C -0.102 -0.682 0.655
C -1.312 0.129 0.194
H 0.009 -0.645 1.744
S -1.635 1.411 1.329
S -2.099 -0.149 -1.191
H -0.191 -1.744 0.400
H 0.273 -0.987 -1.871
N 1.935 0.681 0.306
N 1.046 -0.394 -1.467
```

Here are the Mulliken charges for atoms 1 to 4, given in e: number 1, C, carries 0.645; number 2, H, carries 0.271; number 3, H, carries 0.154; number 4, H, carries 0.235

---

Name the most stable of them. model c.